1.
Entry from the OMol25 dataset: a structure of composition C41H42N7O2S2TeTi (ωB97M-V with the def2-TZVPD basis set).

- Spin multiplicity: 2
- Charge: -2
- Kohn-Sham gap (alpha / beta): 5.217 / 5.189 eV
- LUMO level (alpha / beta): 3.81 / 3.81 eV

Cartesian coordinates (Å):
Ti (0.386, 2.127, -1.196)
N (-2.739, 2.024, 2.197)
C (-1.976, 1.989, 1.038)
S (-0.268, 2.222, 1.245)
N (-2.629, 1.787, -0.058)
N (-1.853, 1.778, -1.211)
C (-2.537, 1.541, -2.262)
C (-2.042, 1.470, -3.627)
C (-2.973, 1.221, -4.634)
C (-2.610, 1.106, -5.964)
C (-1.263, 1.240, -6.299)
C (-0.320, 1.486, -5.323)
C (-0.678, 1.604, -3.971)
O (0.249, 1.869, -3.084)
H (-2.226, 1.768, 3.026)
H (-3.633, 1.569, 2.093)
H (-3.609, 1.387, -2.133)
H (-4.014, 1.111, -4.350)
H (-3.355, 0.909, -6.724)
H (-0.949, 1.147, -7.333)
H (0.732, 1.578, -5.567)
N (2.226, 4.457, -0.031)
C (2.090, 3.450, -1.073)
N (2.591, 3.997, -2.327)
S (2.706, 1.859, -0.664)
H (1.487, 5.147, -0.149)
H (2.040, 4.008, 0.859)
H (2.018, 4.802, -2.570)
H (2.422, 3.308, -3.053)
C (1.232, -0.479, 7.594)
C (1.150, -0.597, 6.094)
C (-0.039, -0.918, 5.460)
C (-0.122, -1.042, 4.071)
C (-1.463, -1.363, 3.467)
C (1.019, -0.859, 3.287)
Te (1.116, -0.817, 0.943)
N (0.327, -0.165, -0.909)
C (0.286, -1.057, -1.905)
O (-0.504, -1.020, -2.865)
C (1.290, -2.202, -1.953)
C (0.865, -3.504, -2.199)
C (1.780, -4.541, -2.279)
C (3.141, -4.281, -2.154)
C (3.575, -2.979, -1.947)
C (2.653, -1.945, -1.834)
C (0.064, -2.674, 0.896)
C (-1.264, -2.774, 0.465)
C (-2.118, -1.605, 0.053)
C (-1.854, -4.040, 0.413)
C (-1.176, -5.191, 0.773)
C (-1.835, -6.543, 0.699)
C (0.137, -5.066, 1.208)
C (0.766, -3.831, 1.272)
C (2.203, -3.777, 1.721)
C (2.222, -0.499, 3.914)
C (3.481, -0.206, 3.133)
C (2.270, -0.382, 5.301)
H (0.238, -0.467, 8.041)
H (1.747, 0.437, 7.892)
H (1.783, -1.318, 8.028)
H (-0.937, -1.066, 6.055)
H (-2.267, -1.143, 4.174)
H (-1.536, -2.416, 3.186)
H (-1.629, -0.777, 2.565)
H (-0.197, -3.687, -2.315)
H (1.435, -5.556, -2.440)
H (3.859, -5.091, -2.224)
H (4.635, -2.764, -1.865)
H (2.978, -0.924, -1.665)
H (-1.773, -0.661, 0.465)
H (-3.151, -1.774, 0.367)
H (-2.101, -1.475, -1.032)
H (-2.886, -4.112, 0.079)
H (-2.860, -6.460, 0.335)
H (-1.863, -7.025, 1.679)
H (-1.292, -7.209, 0.024)
H (0.692, -5.956, 1.493)
H (2.563, -4.776, 1.973)
H (2.321, -3.136, 2.597)
H (2.835, -3.373, 0.925)
H (3.355, 0.663, 2.481)
H (3.760, -1.039, 2.484)
H (4.312, -0.004, 3.812)
H (3.210, -0.105, 5.774)
N (-2.718, 9.014, -2.541)
C (-2.243, 7.988, -2.315)
C (-1.653, 6.713, -2.034)
C (-1.593, 6.223, -0.729)
C (-1.021, 4.988, -0.474)
C (-0.475, 4.157, -1.476)
C (-0.555, 4.701, -2.777)
C (-1.122, 5.932, -3.062)
H (-2.001, 6.815, 0.083)
H (-1.004, 4.649, 0.556)
H (-0.157, 4.136, -3.613)
H (-1.160, 6.294, -4.083)



2.
Entry from the OMol25 dataset: the ion C26H46BN2O6S with charge +1 in a non-equilibrium geometry (ωB97M-V with the def2-TZVPD basis set).

- Charge: +1
- Kohn-Sham gap: 8.650 eV
- LUMO level: -2.78 eV

Cartesian coordinates (Å):
C (0.933, -2.097, 0.837)
C (0.885, -0.972, 0.422)
C (0.940, 0.336, -0.220)
C (2.407, 0.793, -0.505)
C (3.501, 0.133, 0.333)
C (4.025, -1.160, -0.319)
C (4.381, -2.204, 0.708)
O (5.010, -1.954, 1.700)
O (3.948, -3.425, 0.374)
C (4.195, -4.454, 1.355)
C (3.272, -4.348, 2.561)
N (0.248, 0.341, -1.575)
C (-1.263, 0.402, -1.656)
C (-1.762, -0.822, -2.461)
C (-1.270, -2.219, -2.026)
C (-0.119, -2.749, -2.896)
O (-2.369, -3.132, -2.112)
B (-1.626, 1.683, -2.611)
O (-2.618, 1.495, -3.520)
C (-0.897, 3.088, -2.550)
C (-0.097, 3.319, -3.875)
C (-2.008, 0.635, -0.284)
C (-2.987, 1.792, -0.475)
C (-2.853, 3.019, 0.053)
C (-2.874, -0.587, 0.144)
C (-3.597, -0.351, 1.488)
C (-3.069, -1.279, 2.622)
C (-4.193, -1.946, 3.375)
O (-5.063, -1.329, 3.904)
O (-4.126, -3.322, 3.467)
N (-1.115, 0.881, 0.852)
C (0.220, 1.396, 0.628)
C (0.881, 1.580, 2.009)
C (1.741, 2.846, 2.143)
C (0.860, 4.092, 2.237)
S (1.810, 5.621, 2.404)
H (0.755, -3.039, 1.305)
H (2.424, 1.880, -0.447)
H (2.632, 0.542, -1.550)
H (4.334, 0.837, 0.349)
H (3.225, -0.024, 1.373)
H (3.284, -1.582, -1.000)
H (4.918, -0.958, -0.912)
H (3.991, -5.386, 0.832)
H (5.244, -4.465, 1.642)
H (3.711, -4.873, 3.406)
H (2.310, -4.801, 2.320)
H (3.112, -3.307, 2.838)
H (0.661, 1.143, -2.058)
H (0.616, -0.469, -2.085)
H (-2.842, -0.812, -2.538)
H (-1.392, -0.661, -3.480)
H (-0.944, -2.281, -0.992)
H (-0.207, -2.429, -3.934)
H (0.849, -2.463, -2.469)
H (-0.150, -3.838, -2.860)
H (-2.542, -3.312, -3.043)
H (-2.749, 2.277, -4.070)
H (-1.668, 3.856, -2.508)
H (-0.186, 3.197, -1.732)
H (-0.469, 2.718, -4.706)
H (-0.129, 4.365, -4.173)
H (0.955, 3.055, -3.752)
H (-3.889, 1.567, -1.044)
H (-2.477, 3.143, 1.067)
H (-3.093, 3.936, -0.472)
H (-2.211, -1.437, 0.268)
H (-3.632, -0.801, -0.607)
H (-3.516, 0.670, 1.850)
H (-4.651, -0.591, 1.358)
H (-2.324, -1.989, 2.272)
H (-2.567, -0.656, 3.368)
H (-4.497, -3.695, 2.657)
H (-1.586, 1.337, 1.615)
H (0.241, 2.376, 0.131)
H (0.079, 1.692, 2.743)
H (1.427, 0.687, 2.308)
H (2.285, 2.767, 3.086)
H (2.492, 2.930, 1.357)
H (0.283, 4.022, 3.160)
H (0.159, 4.146, 1.402)
H (2.384, 5.629, 1.194)



3.
Entry from the OMol25 dataset: a structure of composition C7H7NO2 in a non-equilibrium geometry (ωB97M-V with the def2-TZVPD basis set).

- Charge: 0
- Kohn-Sham gap: 9.566 eV
- LUMO level: 0.45 eV

Cartesian coordinates (Å):
C (1.813, -0.498, -0.110)
C (0.430, -0.360, 0.053)
C (-0.329, -1.408, 0.113)
C (-1.665, -1.392, 0.064)
C (-2.318, -0.182, -0.016)
C (-1.568, 0.951, -0.212)
C (-0.241, 0.952, -0.183)
H (3.590, 0.145, 0.446)
H (2.300, 1.245, 0.811)
H (0.063, -2.577, 0.057)
H (-2.239, -2.650, 0.264)
H (-3.258, -0.164, -0.142)
H (-2.133, 2.029, -0.192)
H (-0.091, 2.792, -0.413)
N (2.668, 0.465, 0.584)
O (2.401, -1.367, -0.785)
O (0.578, 2.017, -0.340)



4.
Entry from the OMol25 dataset: a cluster of 3 separate species, C3H10N2O2 in total in a non-equilibrium geometry (ωB97M-V with the def2-TZVPD basis set).

- Charge: 0
- Kohn-Sham gap: 7.606 eV
- LUMO level: -0.08 eV

Cartesian coordinates (Å):
C (-1.474, 1.989, -0.165)
N (-2.363, -2.396, 0.338)
O (-1.508, -1.341, 0.221)
O (-0.484, 1.111, 0.291)
H (-2.350, -3.008, -0.475)
H (-2.342, -2.819, 1.263)
H (-1.584, 2.864, 0.492)
H (-2.394, 1.400, -0.141)
H (-1.334, 2.333, -1.200)
C (2.966, 0.350, -0.105)
C (1.718, -0.397, -0.168)
N (1.177, -1.440, -0.109)
H (-0.386, -1.489, 0.076)
H (0.529, 1.216, -0.056)
H (3.817, -0.319, 0.024)
H (3.087, 0.913, -1.030)
H (2.926, 1.033, 0.745)



no.,electronic energy (Eh)
1,-4035.31478
2,-2001.98342
3,-476.06347
4,-380.12595